No. 1
Below is the molecule C22H30N2O4S2 in a non-equilibrium geometry, with properties calculated with ωB97M-V/def2-TZVPD.

Element x y z (Å)
C  -2.6957  -4.6621  0.5341
H  -1.9469  -4.6259  1.3216
C  -2.9945  -3.2688  -0.0084
C  -1.7732  -2.6128  -0.6567
C  -0.7653  -2.1021  0.3609
H  -0.5845  -2.8274  1.1509
H  0.1654  -1.8168  -0.1240
S  -1.3421  -0.5373  1.1458
O  -2.4589  -0.8806  2.0384
C  0.1387  -0.3477  2.2625
C  0.9219  0.8535  1.7715
H  0.3791  1.7838  1.9843
C  2.2994  0.9695  2.4539
O  3.0265  -0.2328  2.5067
C  4.1063  -0.3580  1.6009
C  3.7123  -0.7588  0.2009
C  4.1818  -0.0597  -0.9014
C  3.8400  -0.4622  -2.1828
C  3.0133  -1.5566  -2.3715
C  2.5412  -2.2574  -1.2744
C  2.8960  -1.8652  0.0031
H  2.5478  -2.4171  0.8640
H  1.9054  -3.1183  -1.4193
H  2.7380  -1.8624  -3.3692
H  4.2236  0.0793  -3.0361
H  4.8215  0.8006  -0.7596
H  4.7343  -1.1449  2.0352
H  4.6881  0.5740  1.5751
H  2.1154  1.2663  3.4932
H  2.8724  1.7620  1.9599
O  1.0203  0.7384  0.3475
C  1.1652  1.8881  -0.3288
O  1.4353  2.9434  0.1856
C  1.1696  1.6661  -1.8258
H  0.9982  2.6191  -2.3247
H  2.1301  1.2465  -2.1276
S  -0.0825  0.4629  -2.3561
C  -1.4076  1.0678  -1.3979
N  -2.5666  0.4422  -1.4924
C  -3.5353  0.8500  -0.6786
C  -3.3322  1.9128  0.1984
C  -2.0884  2.5311  0.1940
N  -1.1266  2.0923  -0.6122
C  -1.7619  3.6968  1.0654
H  -2.0163  3.4740  2.0999
H  -0.7046  3.9337  0.9812
H  -2.3440  4.5632  0.7544
H  -4.1132  2.2417  0.8632
C  -4.8183  0.0975  -0.7219
H  -4.8711  -0.5358  0.1630
H  -4.8510  -0.5298  -1.6072
H  -5.6679  0.7758  -0.7084
H  -0.2440  -0.1839  3.2664
H  0.7583  -1.2394  2.2385
H  -1.2817  -3.3367  -1.3136
H  -2.0949  -1.7726  -1.2760
H  -3.3516  -2.6324  0.8009
H  -3.7881  -3.3450  -0.7545
H  -2.3291  -5.3118  -0.2589
H  -3.5969  -5.1054  0.9510

Calculated values
F_max (eV/A): 1.78
HOMO energy (Ha): -0.314
Relative energy (zero: lowest compared OMol25 entry of this formula, charge and spin) (kcal/mol): 1.69
Gap between HOMO and LUMO (Eh): 0.3393
Calculated total energy (Eh): -2063.16255
Net charge: 0



No. 2
Below is C22H30N4O4 as an isolated structure in a non-equilibrium geometry, with properties calculated with ωB97M-V/def2-TZVPD.

Element x y z (Å)
O  -1.0968  -1.5656  -1.5679
C  -0.4337  -0.5567  -1.3014
N  0.8336  -0.4097  -0.8363
C  1.5854  -1.6213  -0.7466
C  1.3051  -3.1230  -0.9334
C  2.4870  -3.6243  -0.6191
N  3.3968  -2.7547  -0.3908
N  2.8549  -1.4137  -0.7165
C  3.6984  -0.2625  -0.5443
C  3.2968  0.9679  -1.1088
C  2.6280  2.1930  -0.0411
N  1.8384  1.3563  0.8519
C  2.8600  0.2820  1.6791
C  4.0882  0.0587  1.0647
H  4.8561  0.6960  0.9454
H  4.3645  -0.9799  1.6096
H  3.2128  0.8856  2.7161
H  2.2377  -0.4443  2.2558
C  1.1110  2.1667  1.6754
C  -0.3956  1.4803  1.9759
C  -1.5315  2.2545  1.8571
C  -2.8676  1.8031  2.1766
C  -2.9435  0.4505  2.0293
C  -1.8932  -0.4494  2.0555
C  -0.5541  0.2342  1.6172
H  0.3591  -0.5999  1.8051
O  -1.8364  -2.0372  1.8139
C  -3.0365  -2.3894  1.7268
C  -3.8397  -2.5285  0.4921
O  -3.0955  -3.3303  -0.5047
H  -2.3381  -2.7181  -0.9742
H  -3.8588  -1.4751  -0.0830
H  -4.7423  -2.8511  0.5165
H  -2.8273  -3.7176  1.9440
H  -3.7930  -2.2635  2.5410
H  -3.8977  0.1411  2.0434
H  -3.5835  2.3614  1.9240
H  -1.3649  3.3523  2.2214
H  0.8714  3.0860  1.2878
H  1.2868  2.3662  2.8469
H  3.5828  2.5082  0.5465
H  1.8721  2.7636  -0.3217
H  2.4169  0.7437  -1.8327
H  4.0478  1.3576  -1.5736
H  4.5727  -0.5518  -1.0087
H  2.9484  -4.6433  -0.6825
H  0.4113  -3.5290  -0.8485
H  1.1327  0.1811  -0.2601
C  -1.1713  0.9320  -1.5534
H  -1.1197  1.4956  -0.5078
C  -0.6129  1.5905  -2.7578
H  -0.1878  2.5541  -2.5036
H  0.3075  1.0070  -3.3137
C  -1.8200  1.6352  -3.4924
H  -1.7652  2.5705  -4.0595
O  -2.9315  1.8705  -2.4903
C  -2.7366  0.7305  -1.7937
H  -3.3950  1.0289  -0.7913
H  -2.9463  -0.1092  -2.0859
H  -1.8480  0.8445  -3.9738

Calculated values
F_max (eV/A): 13.71
HOMO energy (Ha): -0.297
Relative energy (zero: lowest compared OMol25 entry of this formula, charge and spin) (kcal/mol): 536.93
Gap between HOMO and LUMO (Eh): 0.2983
Calculated total energy (Eh): -1375.58071
Net charge: 0



No. 3
Below is the molecule C22H30N4O4, with properties calculated with ωB97M-V/def2-TZVPD.

Element x y z (Å)
C  -3.0711  2.3874  0.6570
H  -3.2246  2.5092  -0.4202
O  -1.7366  2.0562  0.9547
C  -1.2381  0.8960  0.4466
C  -1.9385  0.0102  -0.3462
C  -1.3383  -1.1523  -0.8323
C  -0.0283  -1.4347  -0.4868
C  0.6843  -0.5586  0.3184
C  0.1081  0.6141  0.7801
O  0.7171  1.5579  1.5444
C  2.0574  1.3803  1.9670
C  2.5462  2.7648  2.4195
H  3.0217  3.2895  1.5918
C  3.5137  2.6504  3.5888
N  2.8410  2.0783  4.7405
C  3.0562  2.6285  5.9604
O  3.8718  3.5165  6.1238
C  2.2349  2.0686  7.1012
H  2.4961  1.0285  7.2856
H  2.4553  2.6482  7.9932
H  1.1721  2.1328  6.8812
C  1.8463  1.0629  4.4618
H  0.8426  1.5070  4.4120
C  2.1491  0.3799  3.1322
H  3.1474  -0.0583  3.1650
H  1.4279  -0.4236  2.9762
H  1.8514  0.3146  5.2582
H  3.8833  3.6333  3.8904
H  4.3782  2.0355  3.3094
H  1.6710  3.3407  2.7236
H  2.6672  1.0231  1.1255
H  1.7017  -0.8073  0.5758
H  0.4499  -2.3453  -0.8134
C  -2.1670  -2.0178  -1.7147
O  -3.3863  -2.0113  -1.6814
N  -1.4667  -2.8100  -2.5629
H  -0.4908  -2.6029  -2.7243
C  -2.1338  -3.5678  -3.6013
C  -1.1991  -4.6638  -4.0958
H  -1.6719  -5.2331  -4.8915
H  -0.9601  -5.3412  -3.2801
H  -0.2701  -4.2393  -4.4690
H  -3.0194  -4.0181  -3.1362
C  -2.6439  -2.6505  -4.7298
H  -3.1573  -3.2644  -5.4709
H  -3.3731  -1.9660  -4.2922
C  -1.5576  -1.8370  -5.4423
N  -0.9617  -0.8358  -4.5991
C  -1.4955  0.3367  -4.2098
C  -0.5730  0.9475  -3.3921
C  0.4984  0.0494  -3.3439
N  0.2473  -1.0222  -4.0741
H  1.4261  0.1404  -2.8154
H  -0.6537  1.8942  -2.8999
H  -2.4663  0.6503  -4.5368
H  -0.7494  -2.4858  -5.7847
H  -2.0004  -1.3411  -6.3121
H  -2.9665  0.1853  -0.6197
H  -3.2566  3.3364  1.1576
H  -3.7676  1.6333  1.0370

Calculated values
F_max (eV/A): 0.82
HOMO energy (Ha): -0.303
Relative energy (zero: lowest compared OMol25 entry of this formula, charge and spin) (kcal/mol): 67.19
SMILES: COc1cc(C(=O)N[C@H](C)CCn2cccn2)ccc1OC1CCN(C(C)=O)CC1
Gap between HOMO and LUMO (Eh): 0.3257
Calculated total energy (Eh): -1376.32928
Net charge: 0



No. 4
Below is C22H30N5O8S3 as an isolated structure in a non-equilibrium geometry, with properties calculated with ωB97M-V/def2-TZVPD.

Element x y z (Å)
N  2.6359  -4.4493  1.0545
C  3.4943  -3.5937  0.3615
O  4.0315  -3.9640  -0.6262
C  3.7809  -2.2060  0.9063
C  2.5349  -1.3189  1.0034
S  1.8080  -1.0520  -0.6259
O  1.1157  0.2166  -0.5387
O  2.9029  -1.0175  -1.5385
N  0.8346  -2.3261  -0.7331
S  0.0414  -2.4619  -2.1394
O  0.6217  -1.8021  -3.2724
O  -0.1148  -3.8633  -2.4046
C  -1.6337  -1.8134  -1.9639
C  -1.8616  -0.9588  -0.7279
C  -1.8751  -1.7637  0.5881
C  -3.3002  -2.0535  1.1030
S  -3.9039  -3.6921  0.7588
O  -5.3154  -3.6416  0.8172
O  -3.4521  -4.2180  -0.4799
O  -3.3120  -4.6013  1.9310
H  1.6939  -4.0718  1.1011
H  2.6117  -5.3237  0.5459
H  4.2626  -2.3131  1.8807
H  4.5202  -1.7874  0.2402
H  2.8776  -0.3674  1.3921
H  1.8060  -1.7488  1.6837
H  -1.8051  -1.1791  -2.8272
H  -2.3381  -2.6330  -2.0509
H  -2.8614  -0.5285  -0.8361
H  -1.1879  -0.1104  -0.7013
H  -1.3797  -1.1783  1.3558
H  -1.3405  -2.6971  0.4382
H  -3.2878  -1.9476  2.1864
H  -4.0452  -1.3612  0.7353
H  -2.9082  -5.3588  1.4720
N  3.1232  5.5198  0.5007
C  3.6569  5.6859  -0.7089
C  3.6794  4.7010  -1.6848
C  3.1182  3.4679  -1.3890
C  2.5598  3.2735  -0.1385
C  2.5861  4.3256  0.7645
H  4.0880  6.6646  -0.8973
H  4.1256  4.8952  -2.6513
H  3.1146  2.6690  -2.1204
H  2.1120  2.3242  0.1286
H  2.1567  4.2138  1.7541
N  1.9860  2.9322  4.0801
C  1.5016  1.7596  4.4835
C  1.6460  1.2697  5.7729
C  2.3357  2.0404  6.6935
C  2.8487  3.2624  6.2917
C  2.6450  3.6598  4.9787
H  0.9722  1.1896  3.7270
H  1.2292  0.3097  6.0458
H  2.4718  1.6934  7.7104
H  3.3945  3.8944  6.9791
H  3.0262  4.6101  4.6191
N  -3.9043  0.1957  -3.9212
C  -4.4248  1.4122  -3.7787
C  -5.3042  1.9848  -4.6850
C  -5.6595  1.2521  -5.8052
C  -5.1266  -0.0148  -5.9717
C  -4.2579  -0.4943  -5.0025
H  -4.1151  1.9499  -2.8886
H  -5.6982  2.9779  -4.5166
H  -6.3426  1.6631  -6.5384
H  -5.3774  -0.6196  -6.8324
H  -3.8178  -1.4822  -5.0885

Calculated values
F_max (eV/A): 2.48
HOMO energy (Ha): -0.223
Relative energy (zero: lowest compared OMol25 entry of this formula, charge and spin) (kcal/mol): 23.45
Gap between HOMO and LUMO (Eh): 0.3037
Calculated total energy (Eh): -2926.62497
Net charge: -1



Question: Among the records above, which one has the highest gap between HOMO and LUMO?
Answer: C22H30N2O4S2



Question: Which of these has the lowest F_max?
Answer: number 3



Question: Which of these has the highest gap between HOMO and LUMO?
Answer: C22H30N2O4S2



Question: Which of these has the highest calculated total energy?
Answer: number 2